C25H28IrN3O2Si | wB97M-V/def2-TZVPD

Last column: Löwdin spin population.
Cartesian coordinates (Å):
Ir -0.082 1.000 -0.103  0.054
O -1.395 0.254 -1.445  0.015
C -2.555 -0.280 -1.133  0.002
C -3.027 -1.349 -1.917  0.001
C -4.264 -1.899 -1.678  0.002
C -5.098 -1.410 -0.660  0.001
C -4.665 -0.353 0.096  0.001
C -3.393 0.214 -0.115  0.001
C -3.006 1.371 0.624  0.000
N -1.802 1.821 0.693  0.000
C -1.572 3.122 1.342  0.000
C -0.156 3.132 1.879  0.000
N 0.694 2.631 0.794  -0.001
C 1.767 3.282 0.439  0.000
C 2.701 2.872 -0.531  0.000
C 3.744 3.769 -0.880  0.000
C 4.729 3.401 -1.747  0.000
C 4.718 2.092 -2.270  0.000
C 3.742 1.192 -1.936  0.000
C 2.686 1.558 -1.073  0.000
O 1.797 0.649 -0.789  0.009
H -2.390 -1.716 -2.712  0.000
H -4.602 -2.724 -2.293  0.000
H -6.070 -1.850 -0.490  0.000
H -5.298 0.063 0.871  0.000
H -3.784 1.906 1.168  0.000
H -2.315 3.304 2.119  0.000
H -1.670 3.898 0.579  0.000
H -0.072 2.449 2.726  0.000
H 0.153 4.128 2.200  0.000
H 1.973 4.216 0.963  0.000
H 3.738 4.761 -0.445  0.000
H 5.512 4.092 -2.023  0.000
H 5.501 1.789 -2.952  0.000
H 3.742 0.185 -2.331  0.000
C -1.411 -0.788 2.813  0.005
Si 0.182 -1.309 2.012  0.025
C 1.662 -0.346 2.610  0.009
C 0.445 -3.075 2.562  -0.001
N 0.104 -1.001 0.208  0.363
C 0.343 -1.845 -0.816  0.061
C 0.426 -3.256 -0.593  0.129
C 0.647 -4.140 -1.617  0.000
C 0.810 -3.680 -2.923  0.185
C 0.746 -2.312 -3.183  -0.006
C 0.519 -1.410 -2.174  0.136
H -1.316 -1.006 3.880  0.001
H -2.256 -1.364 2.433  0.000
H -1.634 0.270 2.713  0.000
H 1.761 -0.487 3.690  0.001
H 1.605 0.721 2.408  0.000
H 2.572 -0.724 2.140  0.000
H 0.455 -3.027 3.656  0.000
H 1.398 -3.507 2.256  0.000
H -0.366 -3.750 2.288  0.000
H 0.283 -3.638 0.399  0.005
H 0.690 -5.200 -1.406  -0.003
H 0.987 -4.380 -3.729  0.010
H 0.879 -1.950 -4.193  -0.004
H 0.488 -0.363 -2.405  0.003

The total energy comes out at -1677.843334 Eh. Its expectation value of S² is 0.789. The total charge is +1. Its multiplicity is 2. The value obtained for the HOMO energy (alpha / beta) is -0.38699 / -0.38762 hartree. As for the HOMO-LUMO gap (alpha / beta): 6.72 / 5.83 eV. The calculation puts the energy relative to the best compared isomer or geometry (same formula, charge and spin) at 0.035 eV.

C25H28N3OPdS | wB97M-V/def2-TZVPD

Last column: natural (NBO) charge in e.
Cartesian coordinates (Å):
Pd -0.188 -0.517 -0.346  0.775
C -3.348 1.794 -0.509  -0.639
C -2.574 2.080 -1.765  -0.043
C -3.211 2.509 -2.924  -0.193
C -2.493 2.751 -4.084  -0.185
C -1.121 2.555 -4.111  -0.194
C -0.442 2.122 -2.979  -0.031
C 1.042 1.889 -2.988  -0.639
C -1.192 1.914 -1.822  0.149
N -0.497 1.434 -0.658  -0.401
C -0.146 2.225 0.288  0.316
C -0.389 3.695 0.301  -0.700
C 0.584 1.573 1.419  0.317
C 1.140 2.395 2.532  -0.702
N 0.699 0.304 1.320  -0.436
C 1.447 -0.468 2.269  0.156
C 2.820 -0.594 2.068  -0.033
C 3.507 0.098 0.923  -0.637
C 3.525 -1.387 2.966  -0.197
C 2.877 -2.028 4.009  -0.186
C 1.506 -1.896 4.168  -0.206
C 0.761 -1.116 3.292  -0.025
C -0.731 -0.987 3.418  -0.638
H -4.409 1.702 -0.731  0.238
H -3.239 2.596 0.226  0.215
H -3.019 0.864 -0.041  0.224
H -4.285 2.645 -2.913  0.223
H -3.007 3.084 -4.975  0.228
H -0.565 2.730 -5.023  0.223
H 1.445 2.033 -3.988  0.235
H 1.281 0.872 -2.666  0.228
H 1.562 2.576 -2.315  0.214
H -0.755 4.044 -0.661  0.262
H 0.526 4.229 0.557  0.250
H -1.129 3.939 1.067  0.255
H 0.402 3.120 2.876  0.248
H 2.011 2.957 2.185  0.254
H 1.447 1.765 3.363  0.262
H 2.978 -0.063 -0.018  0.222
H 4.524 -0.272 0.808  0.236
H 3.569 1.178 1.085  0.213
H 4.594 -1.503 2.837  0.221
H 3.443 -2.641 4.698  0.227
H 1.002 -2.406 4.979  0.222
H -1.084 -1.480 4.321  0.233
H -1.230 -1.442 2.558  0.232
H -1.047 0.058 3.462  0.211
O 0.130 -2.416 0.134  -0.575
N -0.304 -3.343 -0.738  0.009
C -0.020 -4.627 -0.425  0.035
C -0.433 -5.641 -1.239  -0.244
C -1.156 -5.327 -2.396  -0.143
C -1.425 -4.016 -2.693  -0.225
C -0.980 -2.990 -1.847  0.035
S -1.263 -1.314 -2.163  -0.076
H 0.538 -4.747 0.491  0.247
H -0.197 -6.661 -0.976  0.246
H -1.501 -6.113 -3.052  0.240
H -1.980 -3.736 -3.576  0.246

The total energy comes out at -1734.849851 Eh. The total charge is +1. The value obtained for the HOMO energy is -0.40661 hartree. As for the HOMO-LUMO gap: 7.30 eV.

C25H28N4O4PTi | wB97M-V/def2-TZVPD

Last column: Löwdin spin population.
Cartesian coordinates (Å):
Ti 0.559 0.325 1.849  0.856
N 0.188 2.399 1.306  0.013
C 1.458 2.848 0.625  0.002
C 1.357 4.075 -0.245  0.000
C 0.564 3.888 -1.538  0.000
C 1.079 4.746 -2.688  0.000
N 2.514 4.563 -2.961  0.000
C 3.040 3.512 -3.582  0.000
N 4.353 3.439 -3.794  0.000
N 2.246 2.533 -4.018  0.000
C 2.006 1.662 -0.177  0.001
O 2.704 1.806 -1.131  0.001
O 1.595 0.474 0.323  -0.002
H -0.592 2.486 0.670  0.006
H -0.035 2.984 2.097  0.000
H 2.182 3.047 1.407  0.000
H 2.386 4.350 -0.477  0.000
H 0.938 4.895 0.345  0.000
H -0.487 4.158 -1.401  0.000
H 0.583 2.836 -1.844  0.000
H 0.947 5.802 -2.470  0.000
H 0.510 4.557 -3.599  0.000
H 3.149 5.284 -2.666  0.000
H 4.972 4.174 -3.501  0.000
H 4.774 2.621 -4.199  0.000
H 1.281 2.495 -3.746  0.000
H 2.636 1.704 -4.436  0.000
O 1.198 -0.486 3.483  0.034
C -0.081 -0.550 3.671  0.041
O -0.711 0.512 3.317  0.013
C -0.830 -1.818 3.849  0.004
C -1.091 -2.397 5.074  0.000
C -1.856 -3.553 5.109  0.000
C -2.346 -4.108 3.934  0.000
C -2.067 -3.520 2.706  0.000
C -1.301 -2.365 2.651  0.001
P -0.844 -1.563 1.067  0.017
C -2.370 -1.295 0.150  0.010
C -2.856 -2.225 -0.766  0.001
C -4.081 -2.010 -1.388  0.001
C -4.823 -0.874 -1.093  0.000
C -4.348 0.052 -0.173  0.000
C -3.123 -0.156 0.445  0.004
C 0.174 -2.756 0.182  -0.001
C 0.319 -2.662 -1.203  -0.001
C 1.176 -3.524 -1.870  0.000
C 1.907 -4.468 -1.158  -0.001
C 1.783 -4.551 0.220  0.000
C 0.917 -3.697 0.894  -0.001
H -0.715 -1.956 5.990  0.000
H -2.075 -4.019 6.063  0.000
H -2.947 -5.009 3.975  0.000
H -2.446 -3.969 1.792  0.000
H -2.289 -3.122 -0.993  0.000
H -4.460 -2.737 -2.098  0.000
H -5.781 -0.715 -1.576  0.000
H -4.939 0.929 0.069  0.000
H -2.777 0.546 1.183  0.002
H -0.241 -1.925 -1.766  0.000
H 1.273 -3.464 -2.948  0.000
H 2.574 -5.143 -1.682  0.000
H 2.354 -5.286 0.775  0.000
H 0.819 -3.780 1.967  0.000

The total energy comes out at -2679.931304 Eh. Its expectation value of S² is 0.754. The total charge is +2. Its multiplicity is 2. The value obtained for the HOMO energy (alpha / beta) is -0.50481 / -0.51044 hartree. As for the HOMO-LUMO gap (alpha / beta): 8.43 / 8.38 eV. The calculation puts the energy relative to the best compared isomer or geometry (same formula, charge and spin) at 0.736 eV.

C25H28N4O5S | wB97M-V/def2-TZVPD

Last column: natural (NBO) charge in e.
Cartesian coordinates (Å):
C 4.723 1.107 -1.040  -0.268
O 3.529 1.863 -1.035  -0.555
C 2.932 2.034 -2.297  -0.069
C 2.462 0.731 -2.964  -0.260
N 1.514 0.019 -2.144  -0.627
C 1.839 -1.103 -1.483  0.682
O 2.929 -1.635 -1.558  -0.639
C 0.666 -1.709 -0.689  -0.182
C 1.074 -2.885 0.158  0.006
C 2.213 -2.846 0.952  -0.179
C 2.544 -3.919 1.757  -0.290
C 1.735 -5.048 1.789  0.307
O 2.021 -6.122 2.574  -0.665
C 0.589 -5.091 1.001  -0.282
C 0.270 -4.018 0.195  -0.187
N -0.026 -0.709 0.128  -0.491
C -1.274 -0.327 -0.214  0.695
O -1.833 -0.724 -1.222  -0.638
C -1.937 0.705 0.690  -0.497
C -1.508 2.112 0.238  -0.498
C -1.555 2.189 -1.268  0.719
O -0.556 2.073 -1.950  -0.633
N -2.754 2.363 -1.898  -0.613
C -4.041 2.576 -1.487  0.247
N -4.989 2.686 -2.354  -0.471
C -6.187 2.919 -1.772  -0.031
C -6.175 3.000 -0.420  -0.458
S -4.575 2.769 0.179  0.356
C 0.616 -0.305 1.333  0.242
C 0.307 -0.945 2.527  -0.247
C 0.955 -0.566 3.688  -0.206
C 1.904 0.440 3.660  -0.230
C 2.225 1.081 2.469  0.092
C 3.247 2.174 2.438  -0.660
C 1.573 0.698 1.304  -0.318
H 4.527 0.043 -1.206  0.204
H 5.415 1.476 -1.806  0.164
H 5.170 1.238 -0.056  0.187
H 2.064 2.674 -2.117  0.201
H 3.626 2.546 -2.981  0.164
H 3.306 0.061 -3.143  0.229
H 1.994 0.987 -3.918  0.206
H 0.619 0.472 -2.011  0.434
H -0.075 -2.033 -1.433  0.271
H 2.856 -1.980 0.935  0.228
H 3.438 -3.881 2.366  0.204
H 2.850 -5.970 3.043  0.479
H -0.031 -5.973 1.032  0.224
H -0.622 -4.058 -0.415  0.215
H -1.670 0.560 1.735  0.242
H -3.014 0.585 0.573  0.239
H -0.472 2.285 0.538  0.251
H -2.141 2.870 0.699  0.232
H -2.689 2.300 -2.911  0.435
H -7.053 3.023 -2.399  0.217
H -6.984 3.176 0.259  0.245
H -0.429 -1.736 2.535  0.226
H 0.721 -1.063 4.618  0.217
H 2.408 0.729 4.571  0.209
H 3.448 2.477 1.414  0.236
H 4.175 1.841 2.901  0.217
H 2.891 3.039 2.997  0.218
H 1.834 1.171 0.370  0.254

The SMILES is COCCNC(=O)[C@@H](c1ccc(O)cc1)N(C(=O)CCC(=O)Nc1nccs1)c1cccc(C)c1. The total energy comes out at -1962.933615 Eh. The value obtained for the HOMO energy is -0.30745 hartree. As for the HOMO-LUMO gap: 8.75 eV. The calculation puts the energy relative to the best compared isomer or geometry (same formula, charge and spin) at 0.329 eV.